32
Properties=species:S:1:pos:R:3 method="wB97M-V/def2-TZVPD" smiles="CC(=O)Oc1csc2nc(C)n3c4ccccc4nc3c12" de_lowest_kj_mol=200.3
O -4.62980 0.32379 -2.33693
N -0.11490 1.03607 0.21669
N 0.17229 -3.08831 0.24972
O -2.57280 0.61289 -1.30598
S -1.98141 -3.33693 -1.36983
C -3.71365 1.03514 -1.83932
C -0.07930 -0.30689 0.14123
C 1.15400 -2.32236 0.73132
C -2.76441 -1.81508 -1.91158
C -0.83526 -2.47395 -0.45278
C -2.26472 -0.71621 -1.30259
C -1.08742 -1.16719 -0.47632
C 2.86049 2.72760 1.48393
C 3.64886 1.53920 1.86729
C 1.61773 2.62531 0.88407
C 3.05962 0.27601 1.71851
C 1.16815 1.29677 0.70318
C 1.81467 0.16003 1.08302
N 0.98797 -0.88991 0.72752
C -3.78702 2.48555 -2.20911
C 2.34160 -2.95121 1.30238
H -3.55711 -1.76895 -2.55771
H 3.11359 3.73004 1.85156
H 4.66946 1.48928 2.34525
H 0.92040 3.39096 0.83172
H 3.45844 -0.52379 2.29619
H -3.70437 2.48367 -3.26233
H -3.06433 2.99077 -1.67345
H -4.77008 2.75835 -1.91244
H 2.35348 -3.99081 0.77017
H 2.31078 -3.12607 2.32892
H 3.27505 -2.48379 1.07770